(1)
107
Properties=species:S:1:pos:R:3:forces:R:3 method="wB97M-V/def2-TZVPD" homo_energy_ev=-3.8 spin_multiplicity=1 fmax_ev_per_a=2.11 gap_ha=0.21075 total_charge=-1
C 2.334669 -1.558842 -2.440618 -0.4460 0.4053 0.5845
Si 0.553971 -1.957594 -1.952988 -0.6313 -0.7252 -0.8527
C -0.218775 -2.816510 -3.462152 0.0800 0.7398 -0.0678
C -0.401609 -0.324158 -1.783117 0.2860 -0.0437 -0.3210
P 0.511004 -3.379266 -0.172785 1.5435 1.1881 0.8090
C -0.114432 -2.134431 1.136207 -0.5225 -0.4705 -0.1623
C -0.867982 -2.733922 2.331653 0.4544 0.5626 0.1424
C -0.035837 -3.581291 3.300279 -0.2097 0.0376 0.0126
C 1.260574 -2.970133 3.773781 0.2029 -0.2248 -0.0325
C 1.439026 -1.596515 3.931387 0.0072 -0.2493 -0.0471
C 2.651142 -1.074245 4.366772 -0.3306 -0.2506 -0.0703
C 3.699304 -1.929967 4.675233 0.2510 -0.0094 0.0322
C 3.539891 -3.304011 4.539549 -0.4219 0.1071 -0.1389
C 2.331424 -3.813524 4.078939 0.0645 0.3275 0.1156
O -1.086437 -4.086422 -0.494376 0.0913 -0.1437 0.5499
C -0.906103 -5.459351 -0.374170 -0.1658 -0.5942 -1.0625
C 0.368143 -5.778883 -1.238305 0.1253 0.2589 0.4147
P -0.249605 -6.301211 -2.884397 0.9030 0.0808 -0.5595
O 0.687212 -6.244886 -4.036724 -0.0307 0.0290 -0.0677
O 1.162389 -4.639921 -1.310058 -0.3848 -0.0642 -0.3118
H 2.904632 -2.460592 -2.641218 0.0652 -0.0622 -0.0712
H 2.770022 -1.030509 -1.588589 0.2803 -0.0375 -0.0131
H 2.340774 -0.870181 -3.285645 0.1020 -0.0820 -0.1894
H -0.452065 -2.070351 -4.230450 -0.0069 0.0130 -0.0633
H 0.485011 -3.520864 -3.899530 -0.0744 -0.2688 0.0602
H -1.154615 -3.300634 -3.193905 -0.0210 -0.1761 0.0307
H -1.431551 -0.529940 -1.495458 -0.0458 0.0867 0.2415
H 0.067176 0.391737 -1.108552 -0.1552 -0.0060 0.2520
H -0.442733 0.146243 -2.769713 0.0407 0.0300 -0.0767
H 0.817694 -4.368308 0.833314 -0.5683 -0.1487 0.1248
H 1.889937 -2.890552 0.090656 0.0009 -0.1955 -0.1822
H -0.802779 -1.405028 0.702433 0.0659 0.0119 -0.2189
H 0.762534 -1.587825 1.474834 0.0551 0.1194 0.0182
H -1.274348 -1.887854 2.898613 -0.1949 -0.0544 0.0979
H -1.723178 -3.306209 1.973722 -0.0263 -0.1531 -0.0235
H 0.184179 -4.548033 2.853845 0.0751 -0.0657 -0.0480
H -0.647856 -3.785615 4.185487 -0.0453 -0.0472 0.0543
H 0.622853 -0.939781 3.667138 -0.0198 0.1466 0.0494
H 2.738261 -0.000580 4.451026 0.2200 0.0825 0.0802
H 4.653217 -1.538414 5.002843 0.0168 0.0898 0.0519
H 4.339722 -3.989122 4.778327 0.1659 0.0356 0.0127
H 2.220785 -4.881838 3.953908 -0.0611 -0.0835 -0.0576
H -0.856715 -5.822598 0.654473 0.2461 0.0426 0.1430
H -1.745058 -5.992934 -0.846347 -0.2617 0.1049 0.1742
H 0.972565 -6.606420 -0.846522 -0.2468 -0.2787 0.0953
H -0.671333 -7.639066 -2.682304 -0.3682 0.1439 0.3384
H -1.438523 -5.571248 -3.084150 -0.1088 -0.1257 0.1605
C -7.110657 -8.598965 -1.500103 -0.1133 -0.0870 -0.0715
O -6.961566 -7.681261 -0.417268 -0.0546 -0.0140 0.0066
C -5.723011 -7.190896 -0.290027 -0.0038 0.0480 0.0512
O -4.788909 -7.467973 -0.993553 0.0291 -0.0366 -0.0308
O -5.711830 -6.355298 0.742169 -0.0299 0.0069 0.0315
C -4.437448 -5.745158 0.991702 0.2007 0.1871 0.0967
H -8.149979 -8.915366 -1.488846 -0.0153 0.0549 0.0736
H -6.886243 -8.114984 -2.448796 0.0845 -0.0175 0.0055
H -6.463854 -9.463807 -1.363973 0.0665 0.0374 -0.0391
H -4.117340 -5.148866 0.139784 0.0460 -0.0787 -0.0446
H -3.687875 -6.499956 1.220290 0.0092 -0.0292 -0.1057
H -4.569279 -5.097579 1.853186 -0.1322 -0.0310 0.0030
C 4.977233 -1.028839 0.731823 -0.3144 -0.1696 0.1478
O 6.255159 -1.010454 0.080003 0.0195 -0.0208 0.0016
C 6.908278 0.135392 0.185003 -0.0531 -0.0759 -0.0266
O 6.534430 1.125488 0.761088 0.0125 0.0551 0.0211
O 8.073370 0.015941 -0.462638 0.0525 -0.0074 -0.0166
C 8.880072 1.190591 -0.430052 0.1306 0.0461 -0.0547
H 4.543715 -2.011265 0.570490 0.1203 -0.0331 -0.1324
H 5.092235 -0.862935 1.801700 0.0194 0.1069 -0.0170
H 4.318036 -0.279244 0.299367 0.0497 0.0705 0.0296
H 9.141074 1.451636 0.594269 -0.0680 0.0476 0.0103
H 8.366417 2.024713 -0.904959 -0.0367 0.0242 0.0701
H 9.782623 0.954574 -0.986994 -0.0325 -0.0838 -0.0166
C 1.662139 2.390633 1.675897 0.2225 -0.0528 0.0677
O 0.322707 1.931104 1.497129 0.0396 -0.0515 0.0322
C -0.580813 2.886313 1.320347 -0.1080 -0.0501 -0.0313
O -0.368162 4.075139 1.302535 0.0418 -0.0969 0.0602
O -1.769532 2.313674 1.166148 -0.0371 -0.0160 0.0208
C -2.845293 3.230459 0.953845 -0.1541 0.0075 -0.0415
H 2.277307 1.505054 1.807435 -0.1091 -0.0845 -0.0267
H 2.006598 2.937076 0.799490 -0.0550 0.0473 -0.0019
H 1.740002 3.017456 2.563420 -0.0456 0.0782 -0.0486
H -2.686166 3.809652 0.046332 0.0431 0.0519 0.0353
H -2.955123 3.897961 1.806684 0.0585 0.0515 -0.0267
H -3.739838 2.624650 0.846125 0.0543 -0.0817 0.0062
C 1.288586 6.111525 -0.116711 0.1109 -0.0977 -0.1227
O 1.522027 7.412864 0.450405 0.0565 -0.0079 -0.0002
C 1.069829 8.414916 -0.283233 0.0070 -0.1305 0.0473
O 0.505300 8.319012 -1.345453 0.1758 0.1553 0.0636
O 1.337245 9.559513 0.352716 0.0144 0.0363 0.0166
C 0.897108 10.732450 -0.328523 0.0153 0.1394 -0.0037
H 1.691194 5.393379 0.585219 0.0003 0.0878 0.1313
H 0.225424 5.932859 -0.233276 -0.0250 0.0227 -0.0271
H 1.799894 6.021595 -1.074286 -0.0551 0.0752 -0.0263
H -0.184586 10.725404 -0.450367 -0.0043 -0.0364 -0.0585
H 1.381206 10.819906 -1.299880 -0.0623 -0.0480 -0.0372
H 1.183745 11.572440 0.297514 0.0366 -0.0554 0.0595
C -2.250084 8.766304 -1.815353 -0.1111 0.0433 -0.0129
O -3.432774 8.855432 -2.629034 0.0071 0.0844 0.0361
C -4.321984 7.895896 -2.406474 0.0105 0.0161 -0.0350
O -4.221665 7.003210 -1.605724 -0.0129 -0.0228 0.0393
O -5.359950 8.086798 -3.226703 -0.0178 0.0244 -0.0218
C -6.394923 7.112306 -3.091827 -0.1457 -0.0490 -0.0636
H -1.616428 9.596872 -2.099934 -0.0587 0.0333 -0.1352
H -2.514255 8.845159 -0.761142 0.0097 -0.0893 -0.0013
H -1.726394 7.837777 -2.003457 -0.0227 -0.0768 0.0268
H -6.810053 7.128348 -2.085755 0.0581 -0.0515 0.0289
H -6.019200 6.117201 -3.321952 0.0274 -0.0120 0.0771
H -7.164312 7.385772 -3.808162 0.0532 0.0729 -0.0271

(2)
142
Properties=species:S:1:pos:R:3:forces:R:3 method="wB97M-V/def2-TZVPD" homo_energy_ev=-10.7 spin_multiplicity=1 fmax_ev_per_a=1.27 gap_ha=0.33839 total_charge=+1
C -0.700366 -2.837927 1.226189 -0.0705 0.0230 -0.3187
C -1.338475 -1.850664 0.284300 -0.7321 0.0745 -0.2122
N -0.464572 -0.689728 -0.148962 0.5445 -1.0776 0.3179
C 0.719199 -1.292148 -0.842901 0.2744 0.2583 -0.2475
C -1.258493 0.138159 -1.114402 -0.5270 -0.1937 -0.3221
C -0.546122 1.329140 -1.712748 0.1395 0.1714 0.3787
C 0.083681 0.115384 0.988938 -0.1989 0.9488 -0.7456
C -0.888183 1.096314 1.593949 -1.0238 0.3233 -0.2310
O -2.089614 0.477187 2.054438 0.4475 0.2829 0.2918
C -2.062234 0.156497 3.429224 -0.3610 -0.4594 0.1315
H -0.448276 -2.414683 2.196975 0.2465 0.0163 -0.0427
H 0.125202 -3.329888 0.714600 0.2246 -0.0461 0.4144
H -1.439119 -3.604819 1.440520 -0.0907 0.0151 -0.0644
H -2.251985 -1.433437 0.697783 0.0933 0.2022 0.1227
H -1.611774 -2.333635 -0.654302 0.0709 -0.0861 0.0401
H 0.361395 -2.076289 -1.504266 0.0293 0.0127 -0.0447
H 1.464709 -1.664323 -0.143202 -0.2975 -0.1520 0.1764
H 1.209032 -0.504670 -1.409611 -0.0652 0.0105 -0.1249
H -2.172278 0.399941 -0.586105 0.0956 0.2749 0.0134
H -1.606876 -0.529957 -1.902695 0.2102 -0.1804 0.0726
H -0.135319 1.987506 -0.945258 -0.0602 0.1424 -0.1256
H -1.259559 1.903822 -2.297582 -0.1086 -0.0481 0.0631
H 0.267730 1.077249 -2.391565 -0.0316 -0.1832 0.0131
H 0.855944 0.696025 0.484822 0.3586 0.0767 0.6454
H 0.512128 -0.523757 1.752337 0.0658 -0.2769 -0.1915
H -1.274561 1.841162 0.894071 0.5077 -0.0821 -0.2817
H -0.359567 1.683273 2.354981 -0.1214 -0.2724 0.2763
H -2.009673 1.049915 4.056413 0.2248 0.0032 -0.0255
H -1.272831 -0.565123 3.665008 0.1366 0.1987 0.1004
H -3.001393 -0.351978 3.645538 -0.0172 0.0745 0.0640
F 0.096987 3.880841 -2.832063 0.0061 0.0939 -0.0127
C 1.292465 4.385175 -3.208343 -0.3378 0.1049 -0.3624
C 1.318131 5.375500 -4.174723 0.2176 0.2396 0.2823
C 2.557920 5.883178 -4.539500 -0.1275 -0.2567 -0.3599
C 3.725786 5.409711 -3.958722 -0.0198 0.1954 -0.1656
C 3.663698 4.403125 -3.011086 -0.1475 0.2051 0.2999
C 2.430599 3.873031 -2.637961 0.4371 -0.1847 0.2007
H 0.406055 5.797721 -4.572336 -0.0696 -0.2099 -0.0737
H 2.623197 6.605288 -5.343513 -0.0667 0.1827 0.1800
H 4.655998 5.872233 -4.260248 0.1307 -0.2039 0.1156
H 4.559285 4.091369 -2.488097 0.0393 -0.1586 -0.1670
H 2.360255 3.084837 -1.897177 -0.0738 0.0845 0.0586
F 1.970166 -1.532300 -8.167467 -0.2792 0.0762 -0.1417
C 1.822583 -0.338256 -7.552226 0.1049 -0.1362 -0.0214
C 1.278046 -0.317596 -6.289363 0.5310 -0.3329 0.7750
C 1.343186 0.858302 -5.560899 -0.7169 0.3999 -0.4863
C 1.820008 2.003246 -6.169967 0.5214 0.5708 0.3295
C 2.354697 1.977444 -7.452973 -0.5496 -0.1278 0.4603
C 2.311476 0.793615 -8.172710 0.6130 0.0331 -0.2122
H 0.978704 -1.224347 -5.780148 -0.1657 -0.1024 -0.3207
H 0.922074 0.921078 -4.566466 0.0906 -0.1285 0.0649
H 1.857337 2.937167 -5.617159 -0.0400 -0.0992 0.0131
H 2.794716 2.895552 -7.813813 -0.0064 -0.1234 -0.4216
H 2.762169 0.703079 -9.153217 -0.0865 0.0101 -0.0029
F 0.777732 1.113149 6.309027 -0.0632 -0.0979 0.1893
C -0.223645 2.021315 6.323283 0.2665 0.2999 -0.8072
C -1.484485 1.638494 6.701511 0.0087 -0.1755 0.6231
C -2.507636 2.587658 6.708593 0.1809 -0.5285 -0.4112
C -2.258441 3.862692 6.233843 0.0336 0.2724 -0.3808
C -0.982582 4.209997 5.791184 0.2189 -0.1074 0.3054
C 0.054512 3.287963 5.836968 -0.1395 0.1199 0.4413
H -1.606963 0.618960 7.048530 -0.2395 0.0643 -0.0144
H -3.495827 2.263099 7.005372 -0.0493 0.1991 0.0924
H -3.049915 4.595775 6.138427 -0.0367 -0.0550 0.2256
H -0.761075 5.215349 5.460708 -0.1630 -0.0151 -0.1360
H 1.073497 3.559791 5.597213 -0.0301 -0.0410 -0.1839
C -3.874656 3.291415 -1.434589 0.3703 -0.3371 0.1564
S -4.857613 1.795647 -1.434936 -0.9374 -0.0959 -0.3795
O -4.091421 0.681194 -2.050327 0.5637 -0.0409 0.0860
C -4.953652 1.478706 0.327022 0.3786 0.2510 0.4290
H -3.489722 3.358972 -2.450643 -0.1514 0.2578 -0.0644
H -3.029984 3.266084 -0.742378 -0.0850 -0.0057 0.0539
H -4.561252 4.101962 -1.200138 0.1093 0.1806 -0.0732
H -4.061719 1.791854 0.875638 0.0498 -0.0425 -0.1422
H -5.058844 0.401847 0.438893 -0.2118 -0.0105 -0.0697
H -5.821533 2.005027 0.722907 -0.0647 -0.0864 0.0141
C -2.400020 -3.936914 -5.049030 0.0197 -0.1739 0.2832
S -1.146717 -2.859931 -4.346144 0.0941 0.1190 -0.2569
O -1.363498 -2.775234 -2.876023 -0.0832 -0.1290 0.2777
C 0.203897 -4.014315 -4.656095 0.1851 0.2165 -0.1944
H -2.455511 -4.819743 -4.409842 0.0245 -0.0344 -0.0648
H -2.057601 -4.202744 -6.047964 -0.1667 -0.0027 -0.0693
H -3.372673 -3.454709 -5.068664 0.0718 0.2080 -0.0721
H 0.569382 -3.763082 -5.654496 -0.0154 -0.2770 -0.0489
H -0.129689 -5.047086 -4.594037 0.0225 -0.0252 0.0208
H 1.016260 -3.835806 -3.954551 -0.1238 0.1252 0.1376
C 5.367886 2.189302 1.127304 -0.0514 -0.4072 0.3314
S 3.984527 1.115924 0.730185 0.4147 -0.1709 0.1408
O 2.746132 1.934896 0.830043 -0.2838 0.1969 -0.2811
C 4.425055 0.878879 -0.985773 0.1225 -0.0130 -0.4268
H 5.297680 2.383077 2.196001 0.0197 0.1570 -0.0196
H 5.344205 3.113370 0.555927 -0.0470 -0.0033 -0.0944
H 6.267225 1.601589 0.941521 0.1073 0.1806 -0.0445
H 3.724704 0.183697 -1.446025 -0.0412 0.0030 0.0658
H 5.422591 0.437536 -1.016344 -0.0697 -0.1347 0.0811
H 4.455370 1.811339 -1.551295 -0.1647 0.0936 0.1619
C -4.917725 -4.536645 4.440710 -0.2250 0.0611 -0.3918
S -3.985848 -3.013734 4.231760 -0.2965 0.1332 -0.0752
O -2.619954 -3.355802 3.771383 0.5201 -0.1674 -0.1433
C -4.890209 -2.457725 2.761285 0.3891 -0.1841 0.2399
H -5.879863 -4.248051 4.866188 0.0626 -0.1542 0.2117
H -4.360522 -5.208457 5.085107 -0.0226 0.0671 0.1692
H -5.102509 -5.006230 3.473518 0.1853 -0.0540 -0.0002
H -5.919918 -2.773435 2.902020 -0.1971 0.4408 -0.2303
H -4.447891 -2.934912 1.886567 -0.0189 -0.2587 0.1010
H -4.729926 -1.387309 2.664763 -0.3797 0.0919 0.0400
C -3.559679 4.620903 2.468933 -1.1183 0.1046 0.6010
O -2.241172 4.988681 2.811217 0.2861 0.2224 0.3433
C -1.250815 4.750024 1.961753 0.1987 0.4390 -0.1087
O -1.363641 4.427940 0.808515 -0.1701 -0.4701 -0.2686
O -0.099582 4.990069 2.584950 -0.1263 -0.3547 0.2041
C 1.082017 4.583319 1.875236 -0.1347 -0.0526 -0.3235
H -3.799672 4.647039 1.409628 0.4405 -0.2301 -0.1160
H -4.239644 5.324699 2.957372 0.3273 0.2048 -0.0621
H -3.798020 3.670684 2.955339 0.1994 -0.2274 -0.4673
H 1.317549 5.323805 1.113537 0.1617 0.0431 0.0661
H 0.949508 3.621904 1.381289 -0.1114 0.0276 0.0735
H 1.864232 4.483531 2.618377 0.0530 0.1953 0.0294
C -0.719357 -6.141543 2.313976 -0.0805 -0.8708 0.6185
O -0.474548 -5.912752 0.932783 0.2292 0.4956 -0.0530
C -0.275762 -6.986326 0.177914 -0.4239 -0.2178 -0.1310
O -0.231654 -8.123422 0.560468 0.2130 0.0185 0.0539
O -0.193698 -6.583952 -1.098175 0.2676 0.0999 0.0348
C 0.366089 -7.563959 -1.975690 -0.2923 -0.0672 -0.5411
H -0.667981 -5.203657 2.853983 -0.2087 0.2306 -0.2871
H 0.002423 -6.822239 2.771772 0.1466 0.0185 -0.3589
H -1.692867 -6.620285 2.429405 -0.0765 0.2270 0.0776
H 0.283036 -7.191574 -2.996773 0.0345 0.3610 0.1922
H -0.210895 -8.486134 -1.962229 0.2164 -0.1273 0.3703
H 1.416626 -7.706041 -1.736722 -0.0193 -0.2784 0.0578
C 3.131025 -2.325314 2.999880 -0.5241 0.0291 -0.0514
O 4.396491 -2.208024 2.364022 0.4252 -0.0653 -0.1077
C 4.428044 -2.449407 1.043863 -0.1214 0.2889 0.5748
O 3.459932 -2.689915 0.374079 0.0828 0.0100 -0.2106
O 5.657370 -2.346430 0.551003 -0.1544 -0.2197 -0.1521
C 6.771338 -2.146592 1.438866 0.0278 -0.1995 -0.2292
H 3.214229 -1.858666 3.975625 0.1703 -0.0347 0.0341
H 2.851821 -3.373132 3.103231 0.0133 0.0048 -0.0151
H 2.361441 -1.808063 2.424241 0.0777 -0.0530 -0.0251
H 7.639456 -2.196156 0.788096 0.0181 0.2832 0.0217
H 6.868016 -2.952888 2.162285 -0.2544 0.0321 0.0901
H 6.665445 -1.188363 1.937530 0.1972 0.0396 0.0873